1.
This record from OMol25 describes a structure of composition C30H38N6O2PbSi2 in a non-equilibrium geometry. The level of theory is ωB97M-V/def2-TZVPD.

Spin multiplicity: 1
Charge: +2
Gap between HOMO and LUMO (spin up / spin down) in eV: 5.16 / 5.17
E_LUMO (spin up / spin down) in eV: -8.758 / -8.725
HOMO energy (spin up / spin down) in eV: -13.914 / -13.891

```
79
Properties=species:S:1:pos:R:3:lowdin_charge:R:1
Pb -0.2310 1.6447 0.1054 1.451
C -2.0090 -0.2036 -3.1474 -0.148
Si -0.6590 1.0478 -3.3962 0.396
C -1.6508 2.6493 -3.1837 -0.171
C 0.0451 0.9218 -5.1388 -0.147
N 0.3719 0.7692 -2.0388 -0.101
C 1.3418 -0.1576 -2.1110 -0.306
C 1.4187 -1.3400 -2.8610 0.143
C 2.5301 -2.1696 -2.2409 -0.073
C 3.4324 -1.9196 -0.0219 -0.064
C 2.9489 -1.0404 1.0135 0.269
C 1.9999 -0.1262 0.4348 -0.533
N 1.8533 1.2454 0.9229 -0.271
Si 2.4396 1.9662 2.3502 0.335
C 1.7080 3.6816 2.6819 -0.168
C 1.7131 0.7881 3.6042 -0.162
C 4.3193 2.1342 2.2504 -0.153
H -2.1762 -0.3542 -2.0753 0.015
H -1.6919 -1.1238 -3.6605 0.041
H -2.9005 0.1182 -3.6201 0.035
H -2.1111 2.9019 -4.1189 0.039
H -1.0458 3.5096 -2.9163 0.020
H -2.3629 2.5649 -2.3673 0.024
H -0.7018 1.2811 -5.8741 0.058
H 0.2352 -0.1610 -5.3529 0.042
H 0.9541 1.5028 -5.2867 0.035
H 0.6058 -1.7497 -3.3799 0.107
H 3.0974 -2.7866 -2.9612 0.170
H 4.3389 -2.4079 0.2357 0.149
H 3.1585 -0.9596 2.0870 0.159
H 0.6989 3.7094 3.1534 0.047
H 1.7024 4.1744 1.7167 0.014
H 2.3747 4.2614 3.3261 0.043
H 1.0200 0.1411 3.0873 0.011
H 1.2184 1.2068 4.4713 0.042
H 2.4689 0.1944 4.0859 0.023
H 4.5316 2.9486 1.5562 0.038
H 4.7747 1.2259 1.8459 0.018
H 4.7352 2.4444 3.1946 0.033
O -1.5118 -6.2040 1.7154 -0.049
C -2.7746 -5.5191 1.5944 -0.181
C -2.5887 -4.0525 1.3731 -0.145
C -3.6621 -3.2654 0.9533 -0.004
C -3.4151 -1.9863 0.5189 -0.102
N -2.2063 -1.3964 0.3207 0.115
C -1.1549 -2.1806 0.5983 -0.240
C -1.3541 -3.3900 1.2653 0.039
C 0.2085 -1.8343 0.2191 -0.217
C 0.9583 -2.9206 -0.2040 0.131
C 2.3248 -2.8756 -0.7802 -0.185
C 2.8692 -4.3505 -0.6779 -0.173
O 1.9754 -5.0734 -1.4960 -0.030
C 3.4056 -1.1939 -1.4192 -0.095
C 2.4363 -0.0421 -1.1071 -0.113
N 0.5874 -0.6344 0.5698 0.108
H -1.6957 -7.0739 2.0992 0.103
H -3.4452 -5.6003 2.4657 0.144
H -3.3492 -5.8962 0.7276 0.144
H -4.6977 -3.6002 0.9936 0.136
H -4.2735 -1.3422 0.3371 0.120
H -0.4671 -3.9100 1.5428 0.109
H 0.4282 -3.8925 -0.2448 0.154
H 2.8701 -4.6394 0.3617 0.136
H 3.9080 -4.3464 -1.0195 0.140
H 2.3784 -5.9316 -1.7738 0.143
H 4.4467 -0.9257 -1.6889 0.181
H 2.7586 1.0042 -1.2123 0.164
N -5.5470 4.6434 4.1352 0.188
C -4.8515 4.6335 3.1868 -0.159
C -3.9322 4.7808 2.1081 -0.223
C -3.7063 6.0230 1.5773 0.018
C -2.7329 6.1490 0.5606 -0.021
C -1.9873 5.0549 0.1799 -0.137
N -2.1899 3.8240 0.7258 -0.058
C -3.1766 3.6990 1.6391 -0.085
H -4.2221 6.8869 1.9690 0.136
H -2.5734 7.1239 0.1016 0.120
H -1.1684 5.0724 -0.5273 0.100
H -3.3690 2.6493 1.9414 0.130
```

---

2.
This record from OMol25 describes a structure of composition C30H38N7O2PPdS2. The level of theory is ωB97M-V/def2-TZVPD.

Spin multiplicity: 2
Charge: -1
Energy above the lowest of the compared OMol25 structures with the same formula, charge and spin in eV: 3.056
Gap between HOMO and LUMO (spin up / spin down) in eV: 5.69 / 6.01
E_LUMO (spin up / spin down) in eV: 2.083 / 2.082
<S²>: 1.157
HOMO energy (spin up / spin down) in eV: -3.611 / -3.923

```
81
Properties=species:S:1:pos:R:3:lowdin_charge:R:1
Pd 0.0639 0.9379 0.7630 0.386
C -0.8933 -2.5751 3.5701 -0.108
C 0.1113 -2.5386 2.4190 -0.228
C -0.4300 -3.2131 1.1889 -0.173
C -0.1671 -4.5603 0.9840 -0.056
C -0.6842 -5.2439 -0.1069 -0.099
C -1.4793 -4.5595 -1.0060 -0.068
C -1.7784 -3.2087 -0.8365 -0.182
C -2.6281 -2.5468 -1.8980 -0.224
C -4.0997 -2.9586 -1.8141 -0.082
C -1.2563 -2.5245 0.2771 -0.191
N -1.4359 -1.1378 0.4285 0.064
C -2.6233 -0.6468 0.4338 -0.117
C -2.9007 0.7476 0.4021 -0.358
C -4.1453 1.3846 0.4006 -0.072
C -3.8798 2.7571 0.4058 -0.115
C -2.4863 2.8828 0.4236 -0.199
N -1.9007 1.6806 0.3916 -0.095
H -0.4929 -2.0620 4.4452 0.061
H -1.1392 -3.6055 3.8435 0.067
H -1.8085 -2.0545 3.2875 0.062
H 1.0372 -3.0407 2.7144 0.106
H 0.3554 -1.4966 2.2136 0.028
H 0.4631 -5.0771 1.7000 0.107
H -0.4598 -6.2926 -0.2580 0.092
H -1.8752 -5.0727 -1.8773 0.106
H -2.2393 -2.8464 -2.8776 0.099
H -2.5352 -1.4613 -1.8458 0.092
H -4.2017 -4.0417 -1.9073 0.070
H -4.6899 -2.4897 -2.6030 0.048
H -4.5381 -2.6726 -0.8582 0.066
H -3.4959 -1.3058 0.4676 0.125
H -5.1083 0.8951 0.4010 0.088
H -4.5932 3.5664 0.4095 0.075
H -1.8929 3.7848 0.4639 0.101
C 6.2496 1.6885 1.6129 -0.086
C 4.9943 1.9416 0.8040 -0.351
O 4.0771 0.8622 0.9812 -0.411
P 2.5683 1.1268 1.5867 0.394
S -0.5503 1.1580 2.9994 -0.046
S 1.7950 2.7197 0.5436 0.198
O 2.9207 1.7527 3.0564 -0.409
C 2.6716 0.9287 4.1967 -0.374
C 3.9748 0.4265 4.7861 -0.092
H 6.9979 2.4570 1.4038 0.069
H 6.6741 0.7148 1.3629 0.072
H 6.0239 1.7037 2.6788 0.061
H 5.2259 2.0067 -0.2624 0.109
H 4.5279 2.8848 1.0978 0.075
H 2.0204 0.0950 3.9174 0.054
H 2.1179 1.5399 4.9104 0.104
H 4.5111 -0.1889 4.0619 0.069
H 3.7784 -0.1771 5.6755 0.068
H 4.6171 1.2620 5.0712 0.068
C -0.2609 2.7214 -2.3898 -0.021
C -0.0134 1.2626 -2.5095 -0.332
N 0.2666 0.4267 -1.5429 0.052
C 0.4132 -0.8166 -2.1121 -0.115
C 0.2134 -0.7349 -3.4506 -0.071
N -0.0518 0.6009 -3.7061 -0.025
C -0.2904 1.1823 -4.9952 -0.079
N -1.6460 1.6415 -5.1824 -0.056
N -1.8735 2.9372 -5.4936 0.052
N -3.1243 3.1235 -5.6694 0.069
C -3.7742 1.9257 -5.4553 -0.232
C -5.1324 1.6020 -5.5243 -0.016
C -5.4765 0.2940 -5.2834 -0.085
C -4.5017 -0.6781 -4.9688 -0.082
C -3.1640 -0.3729 -4.8800 0.000
C -2.8228 0.9582 -5.1416 -0.161
H 0.0081 3.0357 -1.3864 -0.004
H -1.3144 2.9535 -2.5566 0.084
H 0.3370 3.2829 -3.1116 0.083
H 0.6458 -1.6833 -1.5163 0.109
H 0.2582 -1.4682 -4.2377 0.112
H -0.0486 0.4308 -5.7475 0.139
H 0.3348 2.0601 -5.1525 0.133
H -5.8700 2.3576 -5.7572 0.111
H -6.5158 -0.0040 -5.3244 0.100
H -4.8213 -1.6946 -4.7816 0.094
H -2.4278 -1.1153 -4.6034 0.092
```

---

3.
This record from OMol25 describes a structure of composition C30H38N7OPPtTe in a non-equilibrium geometry. The level of theory is ωB97M-V/def2-TZVPD.

Spin multiplicity: 5
Charge: +2
Gap between HOMO and LUMO (spin up / spin down) in eV: 7.69 / 6.62
E_LUMO (spin up / spin down) in eV: -4.759 / -6.559
<S²>: 6.065
HOMO energy (spin up / spin down) in eV: -12.450 / -13.177

```
79
Properties=species:S:1:pos:R:3:lowdin_charge:R:1
Pt 0.0175 -0.1084 -0.0793 1.008
C -4.0232 3.3512 1.5314 -0.004
N -2.9273 2.8177 0.7243 -0.106
C -2.3850 3.4155 -0.3784 -0.017
C -1.3805 2.6015 -0.8080 -0.124
N -1.3139 1.5165 0.0215 -0.127
C -2.2495 1.6670 0.9519 -0.438
P -2.5634 0.5918 2.3935 1.190
C -2.5859 -1.0045 1.5135 -0.446
N -1.6912 -1.4751 0.6546 -0.049
C -2.1232 -2.7035 0.2520 -0.145
C -3.3036 -2.9830 0.8780 -0.021
N -3.5890 -1.9072 1.6680 -0.111
C -4.7651 -1.7733 2.5253 -0.007
C -0.8632 0.5412 3.0365 -0.467
N 0.2485 0.3880 2.3374 -0.014
C 1.2851 0.4903 3.2134 -0.103
C 0.7903 0.7173 4.4687 -0.028
N -0.5671 0.7521 4.3489 -0.119
C -1.5095 0.9779 5.4407 -0.010
H -4.3848 4.2671 1.0746 0.102
H -4.8392 2.6346 1.5832 0.093
H -3.6788 3.5750 2.5387 0.095
H -2.7478 4.3502 -0.7707 0.140
H -0.7011 2.7255 -1.6343 0.110
H -1.5642 -3.3143 -0.4366 0.112
H -3.9458 -3.8453 0.8184 0.139
H -5.3763 -2.6642 2.4217 0.101
H -4.4695 -1.6708 3.5670 0.093
H -5.3527 -0.9057 2.2345 0.092
H 2.3132 0.4081 2.9001 0.111
H 1.2916 0.8486 5.4126 0.134
H -0.9583 1.0336 6.3742 0.101
H -2.0464 1.9135 5.2983 0.093
H -2.2244 0.1609 5.5044 0.090
C 1.0706 -3.7196 1.4511 -0.035
C 2.4472 -3.1646 1.2447 -0.191
C 3.5810 -3.7820 1.7037 -0.021
C 4.8430 -3.2081 1.5285 -0.014
C 4.9752 -1.9747 0.8906 -0.025
C 3.8830 -1.3009 0.4025 -0.192
C 4.0131 0.0334 -0.2775 -0.031
C 2.5784 -1.9041 0.5435 -0.292
N 1.5186 -1.3574 0.0155 0.024
H 1.1006 -4.6445 2.0225 0.091
H 0.5921 -3.9138 0.4888 0.076
H 0.4491 -2.9923 1.9796 0.074
H 3.4879 -4.7331 2.2132 0.126
H 5.7206 -3.7159 1.9052 0.121
H 5.9581 -1.5345 0.7741 0.128
H 4.8378 0.6032 0.1477 0.096
H 3.0996 0.6205 -0.1752 0.056
H 4.2257 -0.0976 -1.3432 0.090
C 3.0449 1.4849 -4.1133 -0.065
C 2.0692 2.0005 -3.0782 -0.280
O 1.4324 0.9188 -2.3595 -0.311
H 3.3421 2.2922 -4.7827 0.090
H 2.5874 0.6961 -4.7112 0.087
H 3.9511 1.0958 -3.6438 0.074
H 1.2587 2.5526 -3.5541 0.112
H 2.5618 2.6651 -2.3650 0.117
H 2.1029 0.2479 -2.1817 0.030
C -2.3740 0.8524 -3.3761 -0.380
Te -0.9722 -0.6802 -2.8328 1.451
C -2.6622 -1.9748 -3.1405 -0.394
C -3.5839 -1.2214 -4.0652 -0.295
C -4.5555 -1.8811 -4.8105 -0.029
C -5.3828 -1.1663 -5.6618 -0.059
C -5.2527 0.2126 -5.7616 -0.061
C -4.2887 0.8750 -5.0191 -0.032
C -3.4439 0.1586 -4.1779 -0.293
H -1.8607 1.6239 -3.9475 0.068
H -2.7825 1.3032 -2.4729 0.044
H -3.1431 -2.2050 -2.1889 0.043
H -2.3190 -2.9080 -3.5841 0.065
H -4.6556 -2.9570 -4.7309 0.120
H -6.1213 -1.6851 -6.2580 0.114
H -5.8936 0.7697 -6.4319 0.113
H -4.1862 1.9504 -5.1043 0.119
```